No. 1
DFT (the ωB97M-V functional and the def2-TZVPD basis) results for an isolated molecule of C4H5BN2O3 in a non-equilibrium geometry.

Computed properties:
HOMO ... -0.337 hartree
SMILES ... O=C1N=CC=N[C@@H]1B(O)O
Relative energy (zero: lowest compared OMol25 entry of this formula, charge and spin) ... 28.84 kcal/mol
Total energy ... -14028.9133 eV
Maximum force ... 4.6 eV/A

Last column: Löwdin charge in e.
Atoms and positions in Å:
O 1.5342 -2.5565 -0.5285  0.117
C 0.9552 -1.4859 -0.6133  -0.363
N 0.8585 -0.5839 -1.7266  0.158
C -0.2895 -0.0559 -1.8502  -0.092
C -1.3975 -0.4214 -0.8966  -0.074
N -1.0912 -0.7115 0.3085  0.107
C 0.2229 -0.8617 0.6575  -0.183
B 1.0774 0.3682 1.2290  -0.510
O 1.7447 0.2363 2.4128  0.201
O 1.0376 1.6844 0.6610  0.122
H -0.3901 0.5835 -2.6922  0.104
H -2.3490 -0.1929 -1.3008  0.097
H 0.1887 -1.6832 1.2955  0.129
H 2.0688 1.0423 2.7720  0.095
H 0.9052 1.9518 -0.2587  0.093

=====

No. 2
DFT (the ωB97M-V functional and the def2-TZVPD basis) results for a 8-piece molecular cluster, C30H72O10 overall.

Computed properties:
HOMO ... -0.371 hartree
SMILES ... CCCCCC[C@@H]1COC(=O)O1.CC(C)O.CC(C)O.CC(C)O.CC(C)O.CC(C)O.CC(C)O.CC(C)O
Total energy ... -52752.6513 eV
Maximum force ... 0.9 eV/A

Last column: Löwdin charge in e.
Atoms and positions in Å:
C 2.2054 0.1240 -2.3207  -0.096
C 2.5964 1.6014 -2.2198  -0.246
C 1.7885 2.5859 -3.0850  -0.215
C 0.3157 2.2421 -3.2983  -0.212
C -0.5261 2.3698 -2.0189  -0.170
C -1.4862 1.1870 -1.7617  -0.121
C -2.9415 1.4628 -2.0767  -0.249
C -3.9751 0.9495 -1.0387  -0.086
O -5.0200 0.4109 -1.8416  0.048
C -4.7236 0.6838 -3.1423  -0.553
O -5.5253 0.8155 -4.0142  0.175
O -3.3739 0.7628 -3.2686  0.075
H 2.6442 -0.4163 -1.4795  0.068
H 1.1329 -0.0429 -2.2693  0.048
H 2.6121 -0.3289 -3.2244  0.076
H 2.5715 1.9066 -1.1736  0.096
H 3.6344 1.6756 -2.5472  0.084
H 1.8201 3.5569 -2.5828  0.111
H 2.2801 2.7532 -4.0428  0.095
H 0.2206 1.2474 -3.7337  0.099
H -0.0703 2.9257 -4.0566  0.110
H 0.1112 2.5086 -1.1464  0.108
H -1.1339 3.2710 -2.1030  0.105
H -1.4294 0.8696 -0.7201  0.113
H -1.1876 0.3427 -2.3825  0.115
H -3.1779 2.5162 -2.2420  0.154
H -3.5554 0.1797 -0.3950  0.111
H -4.3400 1.7833 -0.4443  0.137
C 6.9876 4.4960 -4.1818  -0.063
C 5.7678 3.6009 -4.3116  -0.503
C 5.7299 2.8960 -5.6588  -0.054
O 4.5661 4.3472 -4.1053  -0.059
H 6.9712 5.2752 -4.9499  0.081
H 6.9990 4.9895 -3.2094  0.074
H 7.9052 3.9177 -4.2910  0.081
H 5.7869 2.8592 -3.5141  0.110
H 5.6701 3.6273 -6.4701  0.081
H 4.8530 2.2513 -5.7285  0.075
H 6.6224 2.2878 -5.8110  0.082
H 4.5134 5.0234 -4.7885  0.087
C 5.7236 2.8947 -0.3767  -0.055
C 6.9151 1.9809 -0.6150  -0.487
C 7.7577 1.8314 0.6423  -0.059
O 7.7158 2.4645 -1.6974  -0.062
H 6.0611 3.8935 -0.0900  0.083
H 5.1242 2.9968 -1.2817  0.055
H 5.0878 2.5169 0.4230  0.073
H 6.5672 0.9975 -0.9367  0.137
H 8.1498 2.8041 0.9512  0.081
H 8.6066 1.1716 0.4598  0.077
H 7.1687 1.4264 1.4660  0.078
H 8.0325 3.3399 -1.4509  0.083
C 2.9845 4.5135 3.9250  -0.062
C 4.1950 3.6298 3.6670  -0.501
C 5.0333 3.4415 4.9220  -0.062
O 4.9899 4.1649 2.6089  -0.065
H 3.3042 5.5089 4.2453  0.081
H 2.3959 4.6307 3.0151  0.079
H 2.3451 4.0935 4.7023  0.080
H 3.8610 2.6557 3.3057  0.136
H 5.4129 4.4055 5.2716  0.081
H 5.8916 2.8015 4.7166  0.077
H 4.4485 2.9929 5.7260  0.080
H 5.3063 5.0306 2.8882  0.088
C -6.3046 -0.2387 4.0139  -0.053
C -5.9427 0.0546 2.5666  -0.480
C -6.6515 -0.8854 1.6074  -0.053
O -4.5255 -0.0458 2.3891  -0.070
H -6.0075 -1.2570 4.2781  0.081
H -5.7824 0.4450 4.6837  0.078
H -7.3778 -0.1453 4.1825  0.083
H -6.2061 1.0863 2.3277  0.137
H -6.3434 -1.9161 1.8046  0.062
H -6.3875 -0.6548 0.5729  0.076
H -7.7352 -0.8254 1.7113  0.078
H -4.2731 -0.9518 2.6139  0.060
C -1.6814 -2.6335 1.3565  -0.047
C -2.8377 -3.6123 1.2485  -0.478
C -2.9093 -4.2369 -0.1350  -0.050
O -4.0766 -2.9660 1.5662  -0.077
H -1.8117 -1.8130 0.6430  0.074
H -1.6400 -2.1945 2.3551  0.084
H -0.7317 -3.1247 1.1477  0.054
H -2.7232 -4.3980 1.9968  0.139
H -3.0695 -3.4632 -0.8914  0.082
H -3.7409 -4.9397 -0.1983  0.080
H -1.9833 -4.7617 -0.3729  0.072
H -4.2050 -2.2646 0.9156  0.067
C -9.0307 -5.5705 3.1324  -0.063
C -9.3718 -4.0884 3.1052  -0.498
C -9.4822 -3.5621 1.6831  -0.064
O -8.4038 -3.3384 3.8391  -0.061
H -8.0643 -5.7444 2.6511  0.081
H -8.9595 -5.9274 4.1598  0.078
H -9.7844 -6.1607 2.6093  0.079
H -10.3153 -3.9250 3.6277  0.137
H -8.5269 -3.6764 1.1632  0.079
H -9.7284 -2.5001 1.6898  0.073
H -10.2483 -4.0926 1.1162  0.079
H -7.5517 -3.4543 3.4044  0.073
C 1.9706 -6.1194 -0.9492  -0.060
C 2.0481 -4.8575 -0.1046  -0.493
C 3.2568 -4.8707 0.8176  -0.061
O 0.8458 -4.6865 0.6498  -0.071
H 1.8733 -6.9995 -0.3074  0.081
H 1.1006 -6.0887 -1.6053  0.079
H 2.8644 -6.2408 -1.5618  0.081
H 2.0991 -3.9856 -0.7581  0.137
H 3.1964 -5.7151 1.5098  0.081
H 3.2961 -3.9570 1.4108  0.079
H 4.1848 -4.9588 0.2517  0.081
H 0.7610 -5.4400 1.2441  0.092

=====

No. 3
DFT (the ωB97M-V functional and the def2-TZVPD basis) results for a 2-piece molecular cluster, C2H5OP overall in a non-equilibrium geometry.

Computed properties:
HOMO ... -0.315 hartree
Relative energy (zero: lowest compared OMol25 entry of this formula, charge and spin) ... 119.16 kcal/mol
Total energy ... -13485.7080 eV
Maximum force ... 5.5 eV/A

Last column: Löwdin charge in e.
Atoms and positions in Å:
C -1.2841 0.1824 -0.6028  -0.146
C -0.0741 0.1467 0.1857  -0.743
O -0.9704 1.0820 0.4398  -0.082
P 1.6786 0.4379 -0.0987  0.765
H -1.1906 0.6805 -1.5117  0.086
H -2.1955 -0.3339 -0.2539  0.125
H -0.1234 -1.2810 1.4294  0.141
H 1.9785 -0.8798 -0.7894  -0.058
H 2.1810 -0.0349 1.2016  -0.087

=====

No. 4
DFT (the ωB97M-V functional and the def2-TZVPD basis) results for a 3-piece molecular cluster, C35H51NO7S overall in a non-equilibrium geometry.

Computed properties:
HOMO ... -0.294 hartree
SMILES ... C=CCc1cc(CCCCCCCCCCC)c2c(c1C[SH](=O)=O)C(=O)C(OC#N)=C(C)C2=O.C1CCOC1.C1CCOC1
Relative energy (zero: lowest compared OMol25 entry of this formula, charge and spin) ... 522.91 kcal/mol
Total energy ... -63752.8390 eV
Maximum force ... 12.0 eV/A

Last column: Löwdin charge in e.
Atoms and positions in Å:
C -5.2914 4.8586 -0.0257  -0.021
C -5.5545 3.9929 -1.2382  -0.144
C -4.4399 2.8833 -1.8049  -0.173
C -3.4559 2.5539 -0.5267  -0.074
C -1.8857 3.1121 -0.6685  0.047
C -0.7462 2.9244 0.5289  -0.053
C 0.7331 3.5737 0.2500  -0.177
C 1.9931 2.5408 0.4308  -0.203
C 2.2740 1.5577 -0.8555  -0.195
C 2.1649 -0.0301 -0.4619  -0.214
C 3.4595 -0.9432 -0.8838  -0.222
C 3.8896 -0.8560 -2.4631  -0.225
C 2.6612 -1.0455 -3.5319  -0.212
C 2.5312 -2.5431 -4.1861  -0.213
C 3.8849 -3.1016 -4.9231  -0.240
C 4.2247 -2.4013 -6.3706  -0.267
C 4.7986 -0.8600 -6.2632  -0.145
C -1.2351 2.1425 1.8844  0.023
C -2.7894 1.5433 2.0214  0.045
C -3.9428 1.7319 0.8444  -0.048
C -5.4827 1.1639 0.9360  -0.238
S -6.6106 2.1287 2.0826  0.789
O -5.8275 3.1652 2.9717  -0.438
O -7.8431 2.7738 1.3919  -0.445
C -3.1281 0.7340 3.4189  -0.127
O -4.3370 0.6326 3.9863  -0.024
C -1.8375 -0.0291 4.1605  -0.082
O -2.1748 -1.2253 4.9480  -0.051
C -1.6328 -2.4572 4.3282  -0.133
N -0.9101 -3.5409 4.1346  0.113
C -0.4383 0.5227 4.0319  -0.028
C 0.8679 -0.1884 4.7261  -0.057
C -0.2110 1.9193 3.1450  -0.173
O 0.7528 2.7527 3.5492  -0.020
H -4.3636 5.6083 0.0087  0.083
H -5.9997 4.8693 0.9069  0.057
H -6.6024 4.1419 -1.7552  0.103
H -3.8206 3.4198 -2.6718  0.114
H -5.0561 1.9590 -2.1919  0.112
H -1.5648 3.7087 -1.6488  0.104
H 0.8969 4.4617 0.9943  0.121
H 0.7599 4.0446 -0.8465  0.123
H 1.9538 1.8660 1.3861  0.092
H 2.9646 3.2231 0.5565  0.124
H 3.3555 1.7900 -1.2442  0.106
H 1.5065 1.8025 -1.7116  0.112
H 2.0043 -0.2053 0.7079  0.108
H 1.1774 -0.4746 -0.9643  0.106
H 4.4261 -0.6759 -0.2364  0.114
H 3.2266 -2.0704 -0.6497  0.113
H 4.7590 -1.6598 -2.6145  0.107
H 4.4239 0.1954 -2.6448  0.107
H 1.5863 -0.7833 -3.0851  0.106
H 2.8344 -0.2286 -4.3843  0.099
H 1.6942 -2.4773 -5.0237  0.115
H 2.1416 -3.3367 -3.3977  0.115
H 3.6822 -4.2543 -5.1583  0.114
H 4.8555 -3.0781 -4.2674  0.099
H 3.3183 -2.5230 -7.1198  0.109
H 5.1106 -3.0412 -6.8505  0.107
H 5.6486 -0.6023 -7.0258  0.075
H 3.8564 -0.1403 -6.3972  0.075
H 5.1391 -0.7035 -5.1303  0.073
H -5.4714 0.0074 1.2264  0.129
H -5.9474 1.1992 -0.1602  0.112
H -7.1425 1.1842 3.0185  0.097
H 0.5801 -1.1263 5.3920  0.098
H 1.5558 -0.6147 3.8505  0.099
H 1.5602 0.5753 5.3121  0.099
C 5.5394 -1.2723 5.5414  -0.177
C 6.1164 -0.5599 4.3455  -0.179
C 5.2132 -1.0343 3.2279  -0.204
O 3.9254 -1.2799 3.8095  -0.161
C 4.0574 -1.2519 5.2375  -0.217
H 5.7854 -0.7995 6.4956  0.118
H 5.9014 -2.3070 5.5674  0.119
H 6.0135 0.5240 4.4743  0.119
H 7.1709 -0.7844 4.1662  0.117
H 5.5718 -1.9764 2.7999  0.120
H 5.1198 -0.2989 2.4237  0.111
H 3.5914 -0.3283 5.5978  0.100
H 3.5275 -2.1033 5.6736  0.124
C -3.9244 -3.2341 -1.9187  -0.179
C -5.3516 -3.1946 -2.4007  -0.180
C -5.9030 -1.9957 -1.6603  -0.207
O -4.8111 -1.0852 -1.4710  -0.172
C -3.5902 -1.7634 -1.7977  -0.202
H -3.2487 -3.7710 -2.5892  0.118
H -3.8790 -3.7101 -0.9319  0.120
H -5.3730 -3.0087 -3.4811  0.119
H -5.9090 -4.1131 -2.2006  0.118
H -6.2783 -2.2777 -0.6709  0.117
H -6.7070 -1.4972 -2.2095  0.120
H -3.2283 -1.3594 -2.7495  0.119
H -2.8405 -1.5652 -1.0268  0.119

=====

Q: Which of these has the lowest maximum force?
A: C30H72O10

=====

Q: What is the formula in the fourth record?
A: C35H51NO7S

=====

Q: The lowest maximum force belongs to which entry?
A: C30H72O10